55
Properties=species:S:1:pos:R:3 method="wB97M-V/def2-TZVPD" de_lowest_kj_mol=0.0 homo_ev="-4.6 / -4.8" spin_multiplicity=2 total_energy_ev=-338639.104 total_charge=-1
Ti -0.5126 0.0504 -1.6870
C 1.2846 -0.4901 -0.2842
C 0.7355 0.6651 0.3317
C -0.6035 0.3146 0.7208
C -0.7837 -1.0577 0.3613
C 0.3839 -1.5816 -0.2207
C 0.7314 -3.0639 -0.3790
C 0.3653 -3.6772 -1.7280
C 2.2404 -3.2357 -0.1722
C -0.0041 -3.8470 0.7160
C -1.7071 1.0865 1.4631
C -2.2161 2.3151 0.6940
C -1.2217 1.4958 2.8630
C -2.9169 0.1717 1.7035
C 1.6924 1.8074 0.7173
C 1.1107 3.2224 0.7355
C 2.8974 1.8416 -0.2378
C 2.2521 1.4585 2.1087
H 2.2953 -0.5699 -0.6437
H -1.6762 -1.6275 0.5587
H 0.8983 -3.1999 -2.5488
H -0.7001 -3.5797 -1.9421
H 0.6186 -4.7416 -1.7121
H 2.8032 -2.7753 -0.9866
H 2.4864 -4.3001 -0.1569
H 2.5737 -2.7920 0.7681
H -1.0829 -3.8441 0.5521
H 0.1884 -3.4304 1.7065
H 0.3291 -4.8875 0.7061
H -1.4144 2.9296 0.2917
H -2.8237 2.9283 1.3653
H -2.8408 2.0251 -0.1491
H -0.4973 2.3045 2.8490
H -0.7755 0.6491 3.3898
H -2.0806 1.8381 3.4461
H -3.3520 -0.1820 0.7711
H -3.6811 0.7459 2.2315
H -2.6595 -0.6894 2.3254
H 0.7331 3.5024 -0.2464
H 1.9098 3.9166 1.0070
H 0.3107 3.3496 1.4590
H 2.5749 1.9479 -1.2731
H 3.5244 0.9536 -0.1453
H 3.5201 2.7016 0.0172
H 1.4861 1.4588 2.8805
H 3.0169 2.1889 2.3863
H 2.7173 0.4704 2.0966
Se -0.7346 -1.2489 -3.9487
Se 0.9399 -0.3900 -5.4134
Te 2.7189 0.0520 -3.8026
Se 0.1123 2.0679 -2.5383
Cl -2.8705 -0.1795 -1.7903
Ge -3.1207 1.4186 -3.9573
Cl -4.0724 3.1124 -2.7056
Cl -5.1029 0.4009 -4.5535

***

63
Properties=species:S:1:pos:R:3 method="wB97M-V/def2-TZVPD" smiles="O=C1C[C@H](C(F)(F)C(F)(F)C(F)(F)C(F)(F)F)[C@H](CCCF)N1.CN(C)P(=O)(N(C)C)N(C)C" homo_ev=-8.0 total_energy_ev=-64613.283
O -5.5852 2.1789 4.5599
C -5.2714 1.1333 3.9765
C -5.6407 0.6088 2.5157
C -4.1629 0.1030 2.0809
C -4.1644 -0.6560 0.6973
F -5.3438 -0.2022 0.0135
F -4.3391 -2.0604 0.7778
C -2.9705 -0.2477 -0.3082
F -2.7737 1.1586 -0.3513
F -3.4511 -0.5775 -1.6049
C -1.5579 -0.8948 0.0266
F -1.2879 -1.0738 1.3874
F -0.5774 0.0279 -0.4383
C -1.2245 -2.2679 -0.7099
F 0.0934 -2.6135 -0.3121
F -1.1510 -2.1540 -2.1096
F -2.0228 -3.3412 -0.3416
C -3.5494 -0.4795 3.4168
C -3.2126 -2.0168 3.6437
C -4.3638 -2.8359 4.4405
C -5.7594 -2.8855 3.6737
F -6.7627 -2.3826 4.6015
N -4.4465 0.0265 4.5218
H -6.1721 1.3371 1.8317
H -6.4347 -0.1776 2.7219
H -3.6327 1.1183 1.9752
H -2.5800 0.0991 3.5758
H -2.8524 -2.5781 2.7156
H -2.3108 -2.0439 4.3604
H -3.9798 -3.9188 4.4887
H -4.4457 -2.5002 5.5289
H -5.9745 -3.9698 3.3813
H -5.8346 -2.2170 2.7634
H -3.9013 0.5575 5.2260
O 4.4385 3.3605 -3.1465
P 3.9394 1.9387 -2.8257
N 4.7747 1.8582 -1.3178
C 6.2036 2.1346 -1.2313
C 4.0967 2.6462 -0.2844
N 4.7537 1.1682 -4.1136
C 5.9347 0.3421 -3.9936
C 4.7978 1.8962 -5.3797
N 3.2585 0.3179 -2.4793
C 1.8007 0.3192 -2.6486
C 3.6084 -0.5365 -1.3514
H 6.5545 2.0227 -0.1995
H 6.4638 3.1431 -1.5661
H 6.7864 1.4143 -1.8019
H 3.0255 2.4153 -0.2698
H 4.2062 3.7221 -0.4587
H 4.4848 2.4076 0.7102
H 6.8488 0.9461 -3.9451
H 6.0252 -0.3244 -4.8577
H 5.9008 -0.3130 -3.1234
H 5.5976 2.6462 -5.3844
H 3.8506 2.4062 -5.5660
H 4.9588 1.2151 -6.2211
H 1.3097 0.8527 -1.8272
H 1.4000 -0.6971 -2.6984
H 1.5280 0.8164 -3.5857
H 3.2115 -0.1604 -0.4020
H 4.6850 -0.6706 -1.2509
H 3.2000 -1.5418 -1.5070

***

57
Properties=species:S:1:pos:R:3 method="wB97M-V/def2-TZVPD" de_lowest_kj_mol=0.0 homo_ev=-8.8 total_energy_ev=-75323.040
F 5.6668 -4.1079 -1.9119
C 4.6094 -3.5350 -2.6257
C 4.2671 -2.2051 -1.9458
C 2.8357 -1.7474 -2.1453
C 1.9505 -2.4265 -2.9026
C 0.5914 -1.9753 -3.0245
C -0.3533 -2.8146 -3.8589
C -0.8506 -4.0043 -2.9367
C -1.5849 -3.5352 -1.6480
O -0.1647 -4.1527 -1.7504
C 0.1107 -0.8813 -2.4172
C 1.0108 -0.1060 -1.6343
N 0.6961 1.0184 -0.9740
S 2.1117 1.4217 -0.3043
N 3.1019 0.2552 -0.7403
C 2.3577 -0.5681 -1.5193
H 4.9085 -3.3588 -3.6656
H 3.7933 -4.2583 -2.5536
H 4.3740 -2.4087 -0.8674
H 5.0056 -1.4271 -2.1670
H 2.2242 -3.3280 -3.4403
H -1.2641 -2.2892 -4.1508
H 0.1450 -3.3289 -4.6877
H -1.2457 -4.8969 -3.4236
H -1.8816 -4.2839 -0.9083
H -1.1950 -2.6941 -1.0704
H -0.9343 -0.6217 -2.5637
C -1.0013 4.1816 1.1213
S 0.7492 4.4963 0.8778
O 1.4928 3.5640 1.7706
C 0.7717 6.1125 1.6654
H -1.2339 3.1911 0.7300
H -1.2392 4.2188 2.1862
H -1.5840 4.9260 0.5796
H 0.4217 6.0256 2.6944
H 0.1345 6.7964 1.1048
H 1.7957 6.4814 1.6579
C -3.7120 1.8816 2.3399
S -3.7020 1.1706 0.6906
O -3.2687 2.2387 -0.2559
C -5.4892 1.0205 0.5488
H -2.6854 2.0956 2.6268
H -4.2933 2.8055 2.3396
H -4.1379 1.1657 3.0415
H -5.9525 2.0005 0.6662
H -5.8556 0.3344 1.3125
H -5.7203 0.6233 -0.4378
C 0.6367 -1.5035 4.0545
S -0.1075 0.1228 4.2454
O -1.5676 -0.0287 3.9833
C 0.6219 0.8431 2.7750
H 0.2775 -2.1403 4.8610
H 0.3464 -1.9310 3.0941
H 1.7213 -1.4146 4.1171
H 0.3302 0.2616 1.8985
H 1.7068 0.8593 2.8745
H 0.2578 1.8608 2.6737

***

54
Properties=species:S:1:pos:R:3 method="wB97M-V/def2-TZVPD" smiles="CCOCCOCC1=C(CCCCO)C(=O)C=C(CC(N)(N)N)C1=O" de_lowest_kj_mol=513.6 homo_ev=-9.4 total_energy_ev=-32805.059
C -4.3416 -0.0097 0.4192
C -4.0699 1.4239 -0.0346
O -2.7423 1.5945 -0.5240
C -2.0205 2.6121 0.1449
C -0.6792 2.7536 -0.5562
O -0.0160 1.5187 -0.3885
C 1.0313 1.3506 -1.3327
C 1.7503 0.1006 -0.9214
C 1.5269 -1.0439 -1.5184
C 0.5933 -1.2804 -2.6702
C -0.8691 -0.8093 -2.4174
C -1.9431 -1.8730 -2.6708
C -3.2226 -1.1313 -3.0637
O -4.3885 -1.9739 -3.0038
C 2.3104 -2.2210 -1.0173
O 2.4666 -3.2156 -1.6518
C 2.9320 -2.0993 0.3363
C 3.1256 -0.9673 0.9487
C 3.7553 -0.8996 2.3077
C 3.0004 -0.0263 3.3276
N 3.4631 -0.5036 4.6632
N 3.3773 1.3918 3.2273
N 1.5449 -0.2405 3.2858
C 2.7267 0.2705 0.2122
O 3.1491 1.3556 0.4367
H -5.4260 -0.1572 0.3787
H -3.9080 -0.7591 -0.2418
H -4.0675 -0.1822 1.4593
H -4.2204 2.0804 0.8271
H -4.7543 1.6606 -0.8528
H -2.5594 3.5637 0.2029
H -1.7934 2.2401 1.1552
H -0.8211 3.0226 -1.6077
H -0.1281 3.5242 0.0018
H 0.6085 1.2691 -2.3394
H 1.7044 2.2155 -1.3263
H 0.5714 -2.3621 -2.8267
H 0.9715 -0.8779 -3.6108
H -1.0649 0.0050 -3.1263
H -0.9667 -0.3485 -1.4363
H -1.6926 -2.5452 -3.4936
H -2.1657 -2.3903 -1.7337
H -3.1598 -0.7363 -4.0852
H -3.4129 -0.2843 -2.3988
H -4.0440 -2.8747 -2.9644
H 3.2096 -3.0260 0.8222
H 3.8837 -1.8842 2.7565
H 4.7597 -0.4756 2.2116
H 3.0120 0.0631 5.3797
H 4.4451 -0.2274 4.7217
H 3.4868 1.7730 4.1606
H 2.6345 1.9371 2.7984
H 1.3415 -0.9136 4.0214
H 1.0958 0.6128 3.6076

***

52
Properties=species:S:1:pos:R:3 method="wB97M-V/def2-TZVPD" de_lowest_kj_mol=26.5 homo_ev=-20.8 total_energy_ev=-26789.617 total_charge=+4
Zr -0.0138 -0.0099 0.0207
C 2.5144 -1.5241 -0.7945
C 3.0672 -0.3589 0.0408
N 2.0183 0.6618 0.4249
C 2.0923 1.9214 -0.4065
C 0.9454 2.8647 -0.0311
N -0.3792 2.1510 -0.0803
C -1.2437 2.4558 -1.2848
C -0.6629 2.0514 -2.6442
C -0.2508 0.5756 -2.8676
N -0.9184 -0.3856 -1.9248
C -0.6275 -1.8340 -2.2500
C -0.7134 -2.6875 -0.9824
N 0.2027 -2.1798 0.1063
C 1.6551 -2.5618 -0.0418
H 3.3943 -2.0644 -1.1517
H 2.0242 -1.1567 -1.7085
H 3.8504 0.1403 -0.5310
H 3.5413 -0.7483 0.9414
H 2.2147 0.9480 1.3874
H 2.0700 1.6496 -1.4654
H 3.0393 2.4361 -0.2325
H 0.9508 3.7372 -0.6857
H 1.1010 3.2343 0.9837
H -0.9239 2.4996 0.7097
H -1.4363 3.5291 -1.3321
H -2.2110 1.9769 -1.1072
H 0.1847 2.6905 -2.8979
H -1.4348 2.3105 -3.3712
H 0.8340 0.4414 -2.7748
H -0.4951 0.3064 -3.8970
H -1.9257 -0.2524 -2.0410
H 0.3549 -1.9143 -2.7135
H -1.3400 -2.2149 -2.9830
H -0.4833 -3.7245 -1.2342
H -1.7347 -2.6719 -0.5935
H -0.1209 -2.6387 0.9583
H 1.7226 -3.5295 -0.5408
H 2.0679 -2.6981 0.9587
N -1.3127 -0.1201 1.7040
C -2.0217 -0.2061 2.6514
C -2.8387 -0.3011 3.7373
C -3.5656 0.8478 4.1801
C -4.3843 0.7413 5.2717
C -4.5062 -0.4796 5.9474
C -3.7978 -1.6115 5.5232
C -2.9712 -1.5414 4.4347
H -3.4706 1.7903 3.6569
H -4.9375 1.6071 5.6108
H -5.1571 -0.5493 6.8107
H -3.9014 -2.5472 6.0564
H -2.4219 -2.4149 4.1088

***

81
Properties=species:S:1:pos:R:3 method="wB97M-V/def2-TZVPD" homo_ev="-0.7 / -4.7" spin_multiplicity=2 total_energy_ev=-140834.368 total_charge=-1
Ca 2.0218 -6.2244 4.6500
N 3.0742 -6.7418 2.6840
S 3.7906 -7.8657 1.8668
O 5.2395 -7.9735 1.8178
O 3.0769 -8.4453 0.7117
F 3.4514 -9.0668 2.9645
S 3.6390 -5.6653 1.4574
O 3.1971 -5.7714 0.0835
O 4.9147 -5.0481 1.6589
F 2.6959 -4.4681 2.0014
N 5.0491 -2.5772 3.0628
S 3.9640 -1.4322 2.9418
O 4.4312 -0.0444 3.1300
O 2.5774 -1.7489 3.0647
F 4.0787 -1.4770 1.3372
S 4.3800 -3.0677 4.5566
O 3.5491 -4.3253 4.5305
O 4.1975 -2.0792 5.6120
F 5.6985 -3.7499 5.1103
C -1.2350 -9.6228 2.7759
C -2.3436 -8.5547 2.7124
O -1.6891 -7.3611 2.7918
C -0.4124 -7.5519 2.8323
O 0.3327 -6.6437 3.1231
O -0.0659 -8.8477 2.7099
H -1.3609 -10.5172 2.1658
H -1.2482 -9.9343 3.8203
H -3.0760 -8.5761 3.5195
H -2.7385 -8.7056 1.7077
C 0.5110 -12.5159 4.3565
C 0.6469 -11.6644 5.6757
C 2.0578 -11.6562 6.0848
O 2.4037 -10.2507 5.9567
C 1.3770 -9.5414 5.5628
O 1.2645 -8.3575 5.4737
O 0.2710 -10.3181 5.3840
H 0.8280 -13.5586 4.3382
H 1.3001 -12.1806 3.6835
H -0.4156 -12.3183 3.8175
H -0.0650 -11.9980 6.4308
H 2.6939 -12.2589 5.4366
H 1.9858 -12.2102 7.0208
C 3.7676 -3.0845 8.9520
O 3.2644 -3.7632 7.8064
C 2.4086 -4.9089 7.8806
O 1.8445 -5.5336 6.9463
O 2.4106 -5.5000 9.1253
C 1.6194 -6.6382 9.4412
H 4.7725 -3.5058 8.9778
H 3.1716 -3.3189 9.8341
H 3.8066 -1.9962 8.9048
H 0.5977 -6.5812 9.0659
H 1.6518 -6.6832 10.5298
H 2.0954 -7.5496 9.0794
C 0.4549 -2.1315 6.6171
O -0.2411 -2.0387 5.3143
C -0.1736 -3.1396 4.4725
O 0.4632 -4.2030 4.5605
O -1.0206 -2.8046 3.3579
C -1.0020 -3.6252 2.1679
H 0.2742 -2.9462 7.3184
H 0.3512 -1.1840 7.1458
H 1.5165 -2.3058 6.4415
H -1.6413 -3.1498 1.4239
H -1.5314 -4.5763 2.2242
H -0.0125 -3.9201 1.8186
C 5.7025 -7.3565 10.0098
C 6.2185 -6.6928 8.7002
O 5.1768 -6.6466 7.7220
C 5.0153 -7.3181 6.5058
O 4.0028 -7.1778 5.7958
O 6.1572 -8.0069 6.1465
C 6.2613 -8.5508 4.8043
H 6.2198 -7.0736 10.9265
H 5.8546 -8.4358 10.0085
H 4.6719 -7.0097 10.0855
H 7.1246 -7.2218 8.4050
H 6.5837 -5.7258 9.0460
H 7.1559 -9.1689 4.7296
H 6.2197 -7.8643 3.9587
H 5.5334 -9.3607 4.7554

***

60
Properties=species:S:1:pos:R:3 method="wB97M-V/def2-TZVPD" de_lowest_kj_mol=116.3 homo_ev="-13.5 / -13.2" spin_multiplicity=5 total_energy_ev=-65985.937 total_charge=+2
Ru -0.4305 -1.8076 -0.7934
N 1.6871 -1.4502 -1.1667
C 2.1635 -0.6873 0.0263
C 3.6695 -0.7161 0.1180
C 4.3371 0.1492 1.1916
C 4.0233 1.6681 1.1870
N 2.7409 1.8206 1.8813
C 2.2285 2.8746 2.4955
N 2.8761 4.0407 2.5573
N 0.9427 2.8354 2.8803
C 1.3556 -1.2096 1.2804
O 1.6428 -0.7467 2.3956
O 0.4060 -2.1049 1.0409
H 2.1897 -2.3169 -1.3124
H 1.8787 -0.9202 -2.0478
H 1.8163 0.3685 -0.1391
H 4.1090 -0.4246 -0.8762
H 3.9664 -1.8082 0.2520
H 5.4348 0.0914 1.1038
H 4.0946 -0.2460 2.1783
H 4.1049 2.1556 0.2214
H 4.8265 2.1424 1.7499
H 2.3224 0.8666 2.0098
H 3.8609 4.0437 2.3479
H 2.3828 4.8765 2.7815
H 0.4787 1.9098 2.8875
H 0.5463 3.5357 3.5252
C 1.5609 2.6887 -3.3292
C 0.2136 2.0837 -3.5789
O 0.2577 0.8091 -2.7440
P -0.9928 0.1023 -1.9492
O -0.7556 0.1779 -0.4231
Te -1.1458 -2.0940 -3.1650
O -2.3183 0.9309 -2.2679
C -3.1570 0.8207 -3.4969
C -4.4965 0.3213 -2.9922
H 1.6318 3.7191 -3.6686
H 2.3484 2.0470 -3.8478
H 1.7703 2.6555 -2.2248
H 0.1310 1.8227 -4.6170
H -0.5806 2.7380 -3.2128
H -2.7135 0.1437 -4.1970
H -3.2146 1.8216 -3.9785
H -4.5132 -0.7647 -2.9436
H -5.3074 0.6944 -3.6486
H -4.6748 0.6621 -1.9682
Cl -4.7260 -2.9786 5.1075
C -3.8116 -2.8916 3.6701
C -4.1388 -1.7914 2.8277
C -3.4769 -1.7360 1.6323
C -2.5792 -2.8255 1.2435
C -2.1047 -2.8391 -0.1645
C -2.2449 -3.8121 2.1573
C -2.8399 -3.8786 3.3725
H -4.8335 -1.0081 3.1263
H -3.6214 -0.9941 0.8439
H -2.9351 -2.3940 -0.7645
H -1.9928 -3.8059 -0.6060
H -1.5867 -4.6382 1.9163
H -2.8065 -4.7273 4.1154

***

54
Properties=species:S:1:pos:R:3 method="wB97M-V/def2-TZVPD" de_lowest_kj_mol=0.0 homo_ev="-9.3 / -12.4" spin_multiplicity=5 total_energy_ev=-49167.819 total_charge=+1
Ir 0.1879 -0.4599 -0.1004
C 0.6176 0.5864 -3.5607
P 1.2127 -0.4471 -2.1966
C 3.0116 -0.1694 -2.1922
C 1.0241 -2.1675 -2.8127
C 1.2879 -3.1877 -1.7012
P 0.3108 -2.8026 -0.1909
C -1.3238 -3.5227 -0.5193
C 1.0209 -3.9069 1.0660
H 1.1473 0.3443 -4.4835
H 0.7832 1.6359 -3.3177
H -0.4506 0.4311 -3.7031
H 3.4245 -0.3281 -3.1898
H 3.4965 -0.8499 -1.4925
H 3.2212 0.8525 -1.8770
H 1.6885 -2.3298 -3.6646
H -0.0002 -2.2608 -3.1842
H 2.3428 -3.1719 -1.4122
H 1.0679 -4.2019 -2.0419
H -1.2545 -4.5957 -0.7036
H -1.7753 -3.0321 -1.3826
H -1.9713 -3.3374 0.3380
H 1.0068 -4.9428 0.7224
H 0.4388 -3.8313 1.9844
H 2.0491 -3.6193 1.2845
C -4.1718 -0.2454 -0.0237
C -2.9012 0.5969 -0.2165
C -2.6099 0.7387 -1.7107
C -3.1365 1.9959 0.3801
C -1.7647 -0.0645 0.5019
H -5.0259 0.2310 -0.5106
H -4.4079 -0.3591 1.0357
H -4.0484 -1.2419 -0.4532
H -3.4566 1.1966 -2.2262
H -2.4264 -0.2397 -2.1671
H -1.7313 1.3668 -1.8745
H -3.9851 2.4841 -0.1052
H -2.2596 2.6326 0.2385
H -3.3506 1.9334 1.4487
H -1.9322 -0.3039 1.5576
F 4.4866 1.8869 5.0283
C 3.2477 2.3516 4.8436
F 2.5661 2.1809 5.9831
F 3.3276 3.6672 4.6100
C 2.5528 1.6512 3.6988
C 1.2988 2.0855 3.3003
C 0.6791 1.4352 2.2523
N 1.2499 0.4048 1.6144
C 2.4550 -0.0141 2.0110
C 3.1445 0.5824 3.0496
H 0.8096 2.9163 3.7893
H -0.3029 1.7252 1.8981
H 2.8718 -0.8544 1.4718
H 4.1188 0.2183 3.3395